[1]
C27H32N4O6 | ωB97M-V/def2-TZVPD

```
69
Properties=species:S:1:pos:R:3:forces:R:3:lowdin_charge:R:1
C -3.34696 -3.76168 -1.89264 -0.2877 0.2194 -0.2249 -0.08
C -4.24021 -3.24821 -3.02071 0.1811 -0.2034 -0.0431 -0.28
O -5.28854 -2.39973 -2.61268 -0.1574 0.0286 0.1259 -0.15
C -4.92012 -1.11154 -2.16564 -0.0896 0.0739 0.2400 -0.23
C -4.89014 -0.99298 -0.63921 0.0756 0.1794 -0.2650 -0.16
C -4.68046 0.47133 -0.21734 -0.0937 -0.1936 -0.0880 -0.19
N -4.50876 0.72938 1.19768 -0.0874 0.0621 0.1614 -0.20
C -5.50370 0.09998 2.03546 0.1483 0.0440 -0.0158 -0.09
C -3.16470 0.72144 1.74307 0.1527 0.1604 -0.3561 -0.33
C -2.30107 -0.52004 1.45984 -0.1012 0.2099 0.3773 -0.11
C -0.95312 -0.38182 2.16592 0.0228 -0.5502 -0.1819 -0.12
N -0.27778 0.82296 1.72221 0.0515 -0.1284 0.0975 -0.03
C 0.86950 0.70438 1.02972 -0.1567 0.0104 0.1981 -0.34
O 1.37596 -0.41558 0.84845 0.1310 -0.0326 -0.0990 0.02
C 1.58358 1.86488 0.49545 1.1468 -0.2107 -0.5216 -0.07
O 1.09570 3.14628 0.47349 -0.2265 0.2362 0.0004 0.07
C 2.04387 3.91828 -0.10169 0.8123 -0.2093 -0.3244 -0.19
C 1.96266 5.28377 -0.32841 -0.2074 -0.0894 0.1121 0.00
C 3.04566 5.88445 -0.93551 -0.1125 -0.0299 0.0607 -0.08
C 4.17239 5.14587 -1.30395 0.1028 0.0026 -0.0583 -0.08
C 4.25399 3.78991 -1.08000 0.0926 0.0864 -0.0584 0.00
C 3.17222 3.15610 -0.46625 -0.3908 0.3600 0.1089 -0.06
C 2.84839 1.81527 -0.07376 -0.8310 0.0791 0.4453 -0.06
N 3.53496 0.62650 -0.17884 -0.3236 -0.4613 0.1584 0.17
C 4.81223 0.36105 -0.54790 0.0004 0.0037 0.0021 -0.39
O 5.61864 1.17598 -0.94854 0.0201 0.0396 -0.0367 0.08
C 5.17385 -1.09176 -0.43722 0.3158 -0.3027 -0.0484 -0.10
C 6.24266 -1.53524 -1.21625 -0.0927 0.1081 0.0388 0.00
C 6.66500 -2.85244 -1.16940 -0.0897 0.0978 0.0437 -0.04
C 6.03399 -3.74783 -0.32592 -0.2127 -0.1055 0.2354 0.01
C 4.98415 -3.29877 0.46646 0.5806 0.7537 -0.7967 -0.14
N 4.34016 -4.22537 1.36867 -0.2035 -0.3448 0.3230 -0.36
O 3.54108 -3.77870 2.16164 -0.2224 0.0953 0.1952 0.09
O 4.64342 -5.39607 1.27877 0.0433 -0.2929 0.0131 0.08
C 4.54188 -1.98320 0.42127 -0.0037 -0.1696 0.0253 0.07
C -1.03434 2.01864 2.01007 -0.2070 0.5839 -0.1967 -0.13
C -2.38456 1.96468 1.29270 0.0248 -0.1647 0.4278 -0.11
H -2.69482 -4.54163 -2.27693 0.1098 -0.0821 -0.0218 0.07
H -2.72512 -2.96629 -1.48890 0.0912 0.0521 0.0884 0.06
H -3.95741 -4.17603 -1.09426 -0.0298 -0.0582 0.1038 0.08
H -3.62102 -2.74200 -3.77802 -0.0992 -0.0710 0.0250 0.12
H -4.74859 -4.09121 -3.49646 0.1386 0.0688 -0.0339 0.12
H -3.95072 -0.82020 -2.59219 -0.0171 0.0114 -0.0130 0.13
H -5.68298 -0.42751 -2.55714 0.1446 0.0167 0.0091 0.13
H -5.84240 -1.36163 -0.25679 -0.0147 -0.0590 0.0380 0.12
H -4.10083 -1.62333 -0.23392 0.0057 -0.0703 0.0457 0.08
H -3.81296 0.87280 -0.74369 -0.0063 0.0714 -0.0676 0.11
H -5.55465 1.04739 -0.54590 0.0771 -0.0051 -0.1207 0.13
H -6.48428 0.26520 1.59210 -0.1246 -0.0538 0.0352 0.09
H -5.35902 -0.98115 2.16897 -0.0723 -0.0568 0.0084 0.09
H -5.49062 0.57206 3.01828 -0.0547 -0.0361 0.0510 0.08
H -3.28946 0.79612 2.83093 0.0397 0.0016 -0.0229 0.15
H -2.80020 -1.42180 1.81696 -0.0240 -0.0800 -0.0519 0.12
H -2.12600 -0.61401 0.38704 -0.0124 -0.0626 -0.0896 0.12
H -0.30770 -1.23278 1.94324 -0.1277 0.1391 0.1492 0.12
H -1.10145 -0.31992 3.24956 0.0240 0.0021 -0.0150 0.13
H 1.08593 5.83997 -0.03782 -0.0935 0.0796 0.0253 0.12
H 3.02231 6.94622 -1.12881 -0.0214 0.0909 -0.0070 0.10
H 4.99899 5.65483 -1.77599 0.0786 0.0299 -0.0408 0.10
H 5.12579 3.22173 -1.35791 0.0027 0.0000 -0.0058 0.09
H 2.92388 -0.14033 0.13878 0.2228 0.1562 -0.1539 0.10
H 6.73378 -0.81862 -1.85753 0.0327 0.0517 -0.0322 0.12
H 7.48846 -3.17956 -1.78480 0.0606 -0.0348 -0.0458 0.11
H 6.34145 -4.78021 -0.25936 -0.0012 -0.0173 -0.0015 0.12
H 3.72418 -1.69881 1.06803 -0.0305 0.0342 0.0263 0.12
H -0.48249 2.90452 1.71203 -0.1054 -0.1475 0.1801 0.11
H -1.19962 2.05929 3.09403 0.0333 0.0285 -0.0503 0.13
H -2.96311 2.85922 1.52104 -0.0477 0.0297 0.0030 0.12
H -2.21083 1.93750 0.21643 0.0153 0.0256 -0.0901 0.12
```
Forces are in eV/Å.

The total energy is -46761.500 eV. As for the LUMO energy: -0.53 eV. The SMILES is CCOCCCN(C)C1CCN(C(=O)c2oc3ccccc3c2NC(=O)c2cccc([N+](=O)[O-])c2)CC1. The spin multiplicity is 1. The value obtained for the HOMO energy is -8.278 eV. For the energy relative to the best compared isomer or geometry (same formula, charge and spin), the calculation gives 124.7 kcal per mole.

---

[2]
C27H33AsBN6ReS4Si | ωB97M-V/def2-TZVPD

```
74
Properties=species:S:1:pos:R:3:forces:R:3:lowdin_charge:R:1
Re 0.29009 -0.38676 -0.56270 1.3738 0.5596 0.3398 1.09
C 1.68803 -2.04250 2.28982 -0.0224 -0.0132 0.0136 0.00
C 2.46990 -0.96471 1.62075 -0.0295 -0.0162 0.0229 -0.28
C 3.71344 -0.45774 1.93482 -0.0250 0.0299 0.0270 0.06
C 3.93894 0.61295 1.06602 -0.0904 -0.0756 -0.0367 -0.21
C 5.11928 1.50947 0.98574 0.0300 0.0604 -0.0080 0.01
N 2.87384 0.72761 0.26357 0.1889 0.0002 0.0918 0.05
N 1.97259 -0.24471 0.58282 0.2851 -0.0571 -0.0785 -0.09
B 2.53490 1.77694 -0.83546 -0.1647 0.0405 -0.1445 -0.49
N 1.20519 2.44671 -0.43315 -0.0135 -0.0813 0.0533 0.04
N 0.26268 1.63798 0.14898 -0.3363 -0.0264 -0.3779 -0.08
C -0.50590 2.41242 0.93596 0.1457 0.0779 0.1161 -0.30
C -1.43837 1.91743 1.98347 -0.0655 -0.0489 -0.0107 -0.09
C -0.09238 3.73586 0.79950 0.0883 -0.0542 -0.0581 0.05
C 0.99865 3.71982 -0.04971 -0.1206 -0.0434 0.0766 -0.24
C 1.86445 4.84276 -0.49369 0.0470 0.0701 -0.0014 0.01
N 2.34030 1.00830 -2.15696 0.4210 -0.1064 0.2221 0.03
N 1.75298 -0.22250 -2.09629 -0.3525 0.1160 -0.1348 -0.09
C 1.97459 -0.81423 -3.29468 0.0530 -0.0925 -0.0401 -0.30
C 1.62335 -2.21867 -3.63028 -0.0749 -0.0866 -0.0319 -0.01
C 2.70476 0.03958 -4.09928 0.0195 0.1743 0.1722 0.06
C 2.92764 1.19061 -3.34114 -0.1652 -0.2444 -0.1548 -0.23
C 3.65316 2.43380 -3.70420 0.0902 0.0654 0.0014 0.01
H 2.28531 -2.49523 3.07736 -0.0057 0.0018 0.0032 0.10
H 1.38827 -2.83438 1.60361 0.0005 -0.0095 -0.0191 0.06
H 0.78594 -1.63172 2.74941 0.0036 -0.0062 0.0052 0.09
H 4.37435 -0.79937 2.71215 0.0006 -0.0176 0.0196 0.13
H 5.87451 1.19290 1.69993 -0.0045 -0.0068 0.0037 0.10
H 4.83989 2.53864 1.21220 0.0091 0.0088 -0.0033 0.10
H 5.55482 1.49141 -0.01292 0.0089 0.0074 -0.0011 0.10
H 3.42141 2.55790 -0.91711 -0.0071 0.1281 -0.0760 0.12
H -1.47713 0.83367 2.03917 -0.0021 -0.0039 -0.0204 -0.02
H -2.44868 2.29345 1.84651 -0.0256 0.0137 0.0018 0.07
H -1.07610 2.28918 2.94325 -0.0146 -0.0199 0.0034 0.11
H -0.50325 4.58948 1.31011 -0.0033 0.0161 0.0120 0.13
H 1.45108 5.78522 -0.14379 -0.0025 -0.0012 0.0030 0.10
H 1.92947 4.88012 -1.58096 0.0082 -0.0039 0.0010 0.09
H 2.87573 4.74657 -0.09815 0.0025 -0.0020 -0.0005 0.09
H 2.20003 -2.92656 -3.03347 -0.0128 0.0142 0.0007 0.10
H 1.83422 -2.40285 -4.68178 0.0496 -0.0074 0.0026 0.11
H 0.57094 -2.48764 -3.49389 0.0172 0.0709 -0.0283 0.02
H 3.05627 -0.15667 -5.09691 0.0054 0.0027 -0.0261 0.13
H 3.86589 2.43958 -4.77008 0.0059 -0.0086 -0.0009 0.10
H 4.59951 2.50714 -3.16704 0.0053 0.0036 0.0029 0.10
H 3.06149 3.31644 -3.46472 0.0050 0.0027 0.0009 0.09
S -3.73213 -0.65447 2.94554 -0.1135 -0.0168 -0.0666 0.00
As -5.49067 -0.86952 1.99190 0.1525 0.0461 0.0160 0.43
S -3.29390 0.64423 -0.32287 0.0832 -0.1395 0.1137 0.11
S -1.82910 -0.87595 -0.07748 -1.0604 -0.3304 0.3468 0.22
S -5.08144 -0.31287 -0.20600 0.0769 0.0406 0.0325 -0.01
C 0.02518 -6.32072 -0.75093 0.0114 -0.0129 0.0066 -0.04
C 0.93046 -5.30638 -0.45917 0.0002 -0.0144 0.0410 -0.06
C 0.61743 -4.00154 -0.79324 -0.0097 0.0630 -0.0210 -0.14
C -0.59476 -3.69472 -1.42172 -0.0425 0.2355 0.0092 -0.33
C -1.49047 -4.72576 -1.71653 -0.0248 0.0103 0.0095 -0.07
C -1.17962 -6.03371 -1.37761 0.0001 0.0042 0.0204 -0.04
Si -0.99531 -1.95991 -1.92407 -0.8701 -0.0744 -0.2262 0.52
C -2.25736 -1.76588 -3.27207 0.3970 0.1240 -0.0644 -0.31
C -3.61443 -1.70568 -2.94343 0.0391 -0.1718 0.0416 -0.16
C -4.57717 -1.54623 -3.92680 0.0082 -0.0123 -0.0123 -0.05
C -4.19856 -1.43903 -5.25684 0.0082 -0.0060 0.0197 -0.04
C -2.85594 -1.50699 -5.60162 -0.0543 -0.0091 -0.0489 -0.05
C -1.89311 -1.67178 -4.62090 0.0688 0.0684 0.0242 -0.09
H 0.26804 -7.34347 -0.49594 -0.0002 -0.0064 -0.0023 0.12
H 1.87423 -5.54249 0.01388 0.0070 0.0064 0.0064 0.12
H 1.34658 -3.21520 -0.59812 0.0492 0.0079 -0.0222 0.08
H -2.42590 -4.50642 -2.21700 -0.0090 -0.0119 -0.0221 0.11
H -1.87301 -6.83075 -1.60772 -0.0069 -0.0067 -0.0060 0.12
H -0.38476 0.55012 -1.70680 -0.0645 -0.2250 -0.1259 0.06
H -3.93118 -1.81355 -1.91569 0.0046 -0.0277 -0.0317 0.01
H -5.62294 -1.51022 -3.65223 -0.0091 0.0021 0.0014 0.12
H -4.94873 -1.31174 -6.02537 -0.0036 0.0044 -0.0051 0.12
H -2.55874 -1.43208 -6.63869 0.0042 -0.0056 -0.0057 0.12
H -0.85666 -1.72120 -4.92908 0.0325 0.0269 0.0277 0.09
```
Forces are in eV/Å.

The total energy is -152327.815 eV. Its net charge is +2. As for the LUMO energy: -7.68 eV. The spin multiplicity is 1. The value obtained for the HOMO energy is -13.686 eV. For the energy relative to the best compared isomer or geometry (same formula, charge and spin), the calculation gives 0.0 kcal per mole.